{"formula": "C33H85O23P3", "method": "wB97M-V/def2-TZVPD", "smiles": "COP(=O)(OC)OC.COP(=O)(OC)OC.COP(=O)(OC)OC.C1CCOC1.COCCOC.COCCOC.COCCOC.COCCOC.COCCOC", "max_force_ev_per_a": 2.3, "gap_ev": 9.9, "de_lowest_kcal_mol": 0.0, "e_lumo_ev": 0.48, "elements": ["C", "O", "P", "O", "O", "C", "O", "C", "H", "H", "H", "H", "H", "H", "H", "H", "H", "C", "O", "P", "O", "O", "C", "O", "C", "H", "H", "H", "H", "H", "H", "H", "H", "H", "C", "O", "P", "O", "O", "C", "O", "C", "H", "H", "H", "H", "H", "H", "H", "H", "H", "C", "O", "C", "C", "O", "C", "H", "H", "H", "H", "H", "H", "H", "H", "H", "H", "C", "O", "C", "C", "O", "C", "H", "H", "H", "H", "H", "H", "H", "H", "H", "H", "C", "O", "C", "C", "O", "C", "H", "H", "H", "H", "H", "H", "H", "H", "H", "H", "C", "O", "C", "C", "O", "C", "H", "H", "H", "H", "H", "H", "H", "H", "H", "H", "C", "O", "C", "C", "O", "C", "H", "H", "H", "H", "H", "H", "H", "H", "H", "H", "C", "C", "C", "O", "C", "H", "H", "H", "H", "H", "H", "H", "H"], "coordinates": [[-3.11, 4.01, 0.96], [-2.75, 4.24, 2.33], [-1.68, 3.29, 3.08], [-1.27, 3.72, 4.40], [-2.54, 1.91, 3.13], [-3.87, 1.97, 3.60], [-0.56, 3.00, 1.96], [0.22, 4.13, 1.58], [-4.11, 3.58, 0.91], [-2.35, 3.41, 0.47], [-3.17, 4.96, 0.43], [-4.01, 1.10, 4.25], [-4.56, 1.88, 2.76], [-4.17, 2.78, 4.26], [1.25, 4.08, 1.92], [-0.24, 5.06, 1.94], [0.12, 4.28, 0.50], [4.77, 3.52, 7.10], [4.78, 3.47, 5.68], [4.24, 2.23, 4.82], [5.20, 1.14, 4.67], [3.87, 3.04, 3.48], [3.51, 2.25, 2.34], [2.76, 1.82, 5.34], [2.59, 1.08, 6.54], [5.73, 3.21, 7.51], [4.03, 2.84, 7.52], [4.44, 4.49, 7.45], [3.00, 1.32, 2.59], [4.44, 2.02, 1.81], [2.93, 2.86, 1.65], [2.41, 1.61, 7.47], [3.50, 0.49, 6.72], [1.76, 0.38, 6.47], [-6.85, -2.75, 1.61], [-6.38, -1.53, 1.04], [-5.65, -1.59, -0.40], [-6.35, -2.31, -1.48], [-4.19, -2.14, -0.05], [-3.56, -1.58, 1.11], [-5.42, -0.02, -0.66], [-4.96, 0.39, -1.94], [-6.73, -3.64, 0.99], [-7.91, -2.72, 1.85], [-6.30, -2.82, 2.55], [-3.77, -2.26, 1.94], [-3.84, -0.58, 1.45], [-2.50, -1.60, 0.89], [-4.59, -0.46, -2.51], [-4.25, 1.21, -1.86], [-5.76, 0.85, -2.54], [4.79, -4.93, -1.12], [4.89, -3.59, -0.56], [3.91, -2.76, -1.16], [4.32, -1.30, -0.93], [3.81, -0.57, -2.03], [4.01, 0.82, -1.89], [5.38, -5.55, -0.46], [5.15, -4.91, -2.15], [3.72, -5.14, -1.13], [2.93, -3.00, -0.72], [3.66, -2.93, -2.21], [5.42, -1.21, -0.93], [3.93, -0.99, 0.05], [4.00, 1.14, -0.84], [3.27, 1.46, -2.39], [4.99, 1.03, -2.33], [2.76, 4.26, -9.79], [2.36, 3.76, -8.53], [3.37, 3.00, -7.86], [3.01, 2.77, -6.43], [1.73, 2.26, -6.24], [1.31, 2.12, -4.92], [3.23, 3.47, -10.39], [3.35, 5.18, -9.85], [1.80, 4.43, -10.27], [4.27, 3.63, -7.90], [3.51, 2.07, -8.42], [3.16, 3.63, -5.75], [3.76, 2.07, -6.02], [2.03, 1.46, -4.41], [0.33, 1.68, -4.77], [1.24, 3.09, -4.40], [1.22, -7.44, 5.75], [1.16, -6.02, 5.80], [0.92, -5.47, 4.53], [-0.28, -4.48, 4.65], [-0.82, -4.13, 3.40], [0.01, -3.36, 2.57], [1.16, -7.90, 6.73], [2.14, -7.77, 5.26], [0.31, -7.81, 5.28], [0.68, -6.22, 3.77], [1.72, -4.79, 4.23], [0.01, -3.60, 5.23], [-1.11, -4.95, 5.18], [0.36, -2.44, 3.05], [-0.39, -3.24, 1.56], [0.96, -3.88, 2.40], [-5.91, 3.98, -2.22], [-4.63, 4.11, -2.77], [-4.34, 5.46, -3.05], [-2.89, 5.79, -3.36], [-2.07, 5.32, -2.30], [-0.78, 4.92, -2.79], [-6.30, 2.97, -2.32], [-6.62, 4.58, -2.82], [-6.01, 4.45, -1.23], [-4.71, 6.06, -2.21], [-4.94, 5.84, -3.90], [-2.85, 6.89, -3.40], [-2.56, 5.46, -4.35], [-0.91, 4.14, -3.54], [-0.28, 4.55, -1.90], [-0.29, 5.80, -3.22], [1.83, -7.99, 0.52], [0.78, -7.46, -0.23], [0.78, -6.04, -0.19], [-0.34, -5.58, -1.08], [-0.07, -4.22, -1.42], [-1.22, -3.47, -1.82], [2.82, -7.59, 0.28], [1.94, -9.07, 0.48], [1.66, -7.73, 1.58], [1.73, -5.70, -0.63], [0.70, -5.74, 0.86], [-1.35, -5.63, -0.66], [-0.37, -6.19, -1.99], [-1.86, -3.38, -0.94], [-1.64, -4.07, -2.64], [-0.86, -2.54, -2.26], [-0.11, -0.45, -0.13], [-1.34, 0.35, -0.45], [-0.93, 1.56, -1.31], [0.52, 1.55, -1.21], [0.95, 0.66, -0.18], [0.23, -1.15, -0.89], [-0.07, -0.92, 0.85], [-1.74, 0.76, 0.48], [-2.14, -0.17, -0.97], [-1.31, 2.53, -1.00], [-1.15, 1.33, -2.35], [1.08, 1.15, 0.79], [1.97, 0.32, -0.39]], "lowdin_charge": [-0.07, -0.22, 0.41, -0.21, -0.23, -0.12, -0.23, -0.08, 0.09, 0.06, 0.09, 0.09, 0.08, 0.09, 0.08, 0.10, 0.08, -0.09, -0.20, 0.41, -0.23, -0.21, -0.10, -0.20, -0.12, 0.10, 0.06, 0.09, 0.09, 0.09, 0.07, 0.08, 0.09, 0.09, -0.10, -0.23, 0.40, -0.22, -0.22, -0.09, -0.22, -0.10, 0.09, 0.09, 0.09, 0.09, 0.09, 0.06, 0.09, 0.08, 0.08, -0.07, -0.19, -0.21, -0.20, -0.19, -0.11, 0.09, 0.09, 0.06, 0.12, 0.13, 0.13, 0.12, 0.07, 0.07, 0.09, -0.13, -0.18, -0.20, -0.24, -0.16, -0.11, 0.09, 0.08, 0.09, 0.13, 0.13, 0.13, 0.13, 0.08, 0.09, 0.08, -0.10, -0.18, -0.21, -0.19, -0.19, -0.12, 0.08, 0.09, 0.09, 0.11, 0.12, 0.13, 0.13, 0.09, 0.07, 0.07, -0.11, -0.17, -0.23, -0.21, -0.20, -0.08, 0.07, 0.09, 0.09, 0.12, 0.13, 0.13, 0.12, 0.08, 0.07, 0.09, -0.12, -0.18, -0.18, -0.19, -0.23, -0.07, 0.08, 0.09, 0.08, 0.11, 0.11, 0.13, 0.13, 0.08, 0.10, 0.08, -0.14, -0.17, -0.15, -0.15, -0.20, 0.11, 0.10, 0.10, 0.10, 0.08, 0.12, 0.10, 0.09]}

---

{"formula": "C2HBaO3", "method": "wB97M-V/def2-TZVPD", "max_force_ev_per_a": 6.7, "gap_ev": [8.4, 11.9], "charge": 2, "de_lowest_kcal_mol": 0.0, "e_lumo_ev": [-8.89, -9.14], "s_squared": 0.753, "spin_multiplicity": 2, "elements": ["H", "O", "O", "O", "C", "C", "Ba"], "coordinates": [[-1.44, 2.10, 0.02], [0.53, 1.49, 0.12], [-1.46, -1.37, 0.04], [0.75, -1.73, -0.16], [-0.65, 1.35, 0.22], [-0.42, -1.91, -0.09], [2.70, 0.06, -0.16]], "lowdin_spin": [0.09, 0.27, 0.02, 0.01, 0.59, 0.02, 0.01]}

---

{"formula": "C31H24AsMnN3O2S", "method": "wB97M-V/def2-TZVPD", "max_force_ev_per_a": 0.5, "gap_ev": [6.4, 7.0], "de_lowest_kcal_mol": 0.0, "e_lumo_ev": [-0.75, -0.51], "s_squared": 1.148, "spin_multiplicity": 2, "elements": ["Mn", "O", "C", "C", "C", "C", "C", "C", "C", "O", "N", "N", "C", "C", "C", "C", "C", "C", "N", "H", "H", "H", "H", "H", "H", "H", "H", "H", "H", "S", "C", "C", "C", "C", "C", "C", "As", "C", "C", "C", "C", "C", "C", "C", "C", "C", "C", "C", "C", "H", "H", "H", "H", "H", "H", "H", "H", "H", "H", "H", "H", "H", "H"], "coordinates": [[-0.27, 0.33, 0.45], [-3.49, -1.78, -1.72], [-3.16, -3.03, -1.34], [-3.97, -4.08, -1.78], [-3.69, -5.38, -1.42], [-2.59, -5.67, -0.61], [-1.78, -4.64, -0.18], [-2.04, -3.31, -0.53], [-1.14, -2.23, -0.06], [-1.41, -1.01, -0.43], [-0.11, -2.56, 0.69], [0.57, -1.40, 0.96], [1.63, -1.37, 1.66], [2.26, -0.04, 1.74], [3.40, 0.17, 2.50], [3.98, 1.43, 2.51], [3.39, 2.43, 1.75], [2.25, 2.14, 1.03], [1.68, 0.94, 1.02], [-2.85, -1.19, -1.29], [-4.83, -3.83, -2.39], [-4.33, -6.17, -1.76], [-2.37, -6.69, -0.33], [-0.92, -4.83, 0.44], [2.05, -2.25, 2.14], [3.83, -0.65, 3.07], [4.86, 1.62, 3.10], [3.80, 3.43, 1.72], [1.77, 2.91, 0.43], [-0.99, 0.74, 2.58], [-2.49, 1.68, 2.45], [-3.37, 1.71, 3.53], [-4.55, 2.42, 3.46], [-4.89, 3.13, 2.31], [-4.03, 3.12, 1.23], [-2.83, 2.41, 1.31], [-1.54, 2.35, -0.11], [-2.55, 2.79, -1.70], [-2.92, 4.09, -2.01], [-3.71, 4.33, -3.13], [-4.11, 3.28, -3.94], [-3.73, 1.98, -3.63], [-2.95, 1.74, -2.51], [-0.52, 3.97, 0.21], [-0.38, 4.44, 1.52], [0.47, 5.50, 1.79], [1.19, 6.10, 0.76], [1.05, 5.64, -0.54], [0.20, 4.57, -0.81], [-3.12, 1.15, 4.42], [-5.22, 2.42, 4.32], [-5.83, 3.67, 2.26], [-4.28, 3.66, 0.33], [-2.61, 4.92, -1.38], [-4.00, 5.35, -3.37], [-4.72, 3.47, -4.81], [-4.05, 1.15, -4.26], [-2.65, 0.72, -2.28], [-0.93, 3.97, 2.32], [0.57, 5.86, 2.80], [1.85, 6.93, 0.97], [1.60, 6.10, -1.35], [0.11, 4.21, -1.83]], "lowdin_spin": [1.04, 0.00, 0.00, 0.00, 0.00, 0.00, 0.00, 0.00, 0.00, 0.01, 0.01, -0.01, -0.04, -0.01, -0.01, -0.01, -0.01, 0.00, 0.00, 0.00, 0.00, 0.00, 0.00, 0.00, 0.00, 0.00, 0.00, 0.00, 0.00, 0.01, 0.00, 0.00, 0.00, 0.00, 0.00, 0.01, 0.00, 0.00, 0.00, 0.00, 0.00, 0.00, 0.00, 0.00, 0.00, 0.00, 0.00, 0.00, 0.00, 0.00, 0.00, 0.00, 0.00, 0.00, 0.00, 0.00, 0.00, 0.00, 0.00, 0.00, 0.00, 0.00, 0.00]}